[1]
12
Properties=species:S:1:pos:R:3:mulliken_charge:R:1 method="wB97M-V/def2-TZVPD" e_lumo_ha=0.02055 multiplicity=1 energy_ev=-7223.12109
N -2.9011 -0.3115 -0.8597 -0.4180
C -1.8290 0.1011 -0.9922 0.1583
C -0.8743 0.7995 -0.0710 -0.4271
C 0.1138 -0.1977 0.4741 -0.0117
C 1.2414 -0.6730 -0.3540 -0.4294
N 1.4525 0.3498 0.6748 -0.5749
H -0.4120 1.4864 -0.7677 0.2462
H -1.3348 1.3935 0.7380 0.3144
H -0.2883 -0.8928 1.2137 0.3893
H 1.3407 -0.3217 -1.3800 0.2267
H 1.6069 -1.6850 -0.1815 0.2795
H 1.8842 -0.0486 1.5054 0.2468

[2]
24
Properties=species:S:1:pos:R:3:mulliken_charge:R:1 method="wB97M-V/def2-TZVPD" e_lumo_ha=0.01570 multiplicity=1 energy_ev=-23404.23179
C -1.4280 1.1195 1.4351 -0.9464
S -1.6792 -0.7060 0.8856 -0.0057
C -2.2475 -0.2655 -0.7076 -0.6042
H -2.2640 1.8051 1.3444 0.3748
H -0.6343 1.5419 0.8803 0.3190
H -0.9175 1.0694 2.5404 0.2181
H -2.7212 0.6187 -0.8341 0.4384
H -1.3601 -0.1035 -1.3254 -0.0650
H -2.9920 -0.9865 -0.9777 0.3383
O 0.1335 -3.1758 0.3080 -0.6519
H 0.6543 -2.5190 0.7381 0.3271
H -0.5181 -3.4717 0.8561 0.2723
O 1.2649 -0.0139 3.0798 -0.4943
H 0.6598 0.5608 2.7348 0.2362
H 1.6156 0.5305 3.6676 0.2357
O 1.1176 -1.3476 -1.4409 -0.6169
H 0.6894 -0.8450 -2.1956 0.3462
H 0.4156 -1.9540 -1.1666 0.3495
O 3.0407 1.8583 -0.3054 -0.6542
H 3.8370 1.7200 -0.7035 0.2838
H 2.4797 0.9619 -0.3486 0.3567
O 0.0826 0.8890 -2.8070 -0.6300
H 0.1827 1.5209 -2.1494 0.2856
H 0.5883 1.1926 -3.5084 0.2867

[3]
10
Properties=species:S:1:pos:R:3:mulliken_charge:R:1 method="wB97M-V/def2-TZVPD" e_lumo_ha=0.00781 multiplicity=1 energy_ev=-17124.66800
F 0.6350 2.3319 1.0588 -0.5124
P 1.0006 0.4018 1.3881 0.3520
N -0.6616 -0.3002 1.5138 -0.4606
C -1.1144 -0.5706 0.3823 -0.1063
C -0.1793 -0.4167 -0.8390 -0.3249
N 1.1042 0.0855 -0.2530 -0.2428
H -2.0103 -1.1197 0.4473 0.4316
H -0.0287 -1.2103 -1.4643 0.3852
H -0.7331 0.3770 -1.4548 0.2111
H 1.9875 0.4212 -0.7792 0.2670

[4]
80
Properties=species:S:1:pos:R:3:mulliken_charge:R:1 method="wB97M-V/def2-TZVPD" e_lumo_ha="-0.01052 / -0.01047" multiplicity=2 energy_ev=-94393.48372
Ru 0.3784 0.1356 -0.0545 0.9366
O -1.9010 2.5893 2.0618 -0.7187
C -1.3172 1.5289 2.0191 0.3565
O -1.2804 0.7942 0.9170 -0.8082
C -0.7360 0.9037 3.2329 0.3162
C -0.8469 1.5772 4.4486 -0.6249
C -0.4265 0.9954 5.6288 -0.6509
C 0.1199 -0.2844 5.5961 -0.5789
C 0.2657 -0.9481 4.3900 -1.0293
C -0.1585 -0.3575 3.1959 1.0109
S 0.1126 -1.3406 1.7454 -0.2932
H -1.2876 2.5653 4.4308 0.4876
H -0.5254 1.5267 6.5670 0.4126
H 0.4368 -0.7682 6.5124 0.3758
H 0.7175 -1.9330 4.3594 0.4395
N -1.1377 0.4353 -1.3481 -0.1790
C -0.7233 0.8118 -2.7127 0.2840
C -1.7904 0.5959 -3.7956 -1.0703
C -2.6419 -0.6810 -3.7264 -0.7885
C -1.9083 -2.0354 -3.7104 0.3163
N -0.6646 -2.0987 -4.4856 0.1192
C -0.5591 -1.8114 -5.7669 0.7483
N -1.6321 -1.9113 -6.5636 -0.3623
N 0.6389 -1.4689 -6.2593 -0.4331
C 0.5659 0.0840 -3.0704 0.1494
O 1.0658 0.3040 -4.1841 -0.9609
O 0.9615 -0.7633 -2.2200 -0.1171
H -1.6192 -0.4595 -1.3100 0.1445
H -1.6756 1.1413 -0.8484 0.5105
H -0.4699 1.8717 -2.6869 0.5264
H -1.2721 0.6628 -4.7517 0.2884
H -2.4933 1.4322 -3.7650 0.5102
H -3.3366 -0.6394 -4.5684 0.4486
H -3.2694 -0.6702 -2.8314 0.4617
H -2.5852 -2.8262 -4.0417 0.5600
H -1.6206 -2.3005 -2.7010 -1.1041
H 0.1824 -1.9885 -3.9357 0.1905
H -2.4863 -2.3053 -6.2123 0.1802
H -1.5600 -1.7329 -7.5481 0.2049
H 1.1998 -0.9212 -5.5967 0.3009
H 0.6991 -1.2050 -7.2280 0.2461
Cl 7.7396 1.4570 -1.2101 -0.2772
C 6.2450 0.5547 -1.2852 0.4957
C 6.0099 -0.2210 -2.3993 -0.6134
C 4.8299 -0.9415 -2.4974 -0.6795
C 3.9377 -0.9136 -1.4440 -0.5495
C 4.2025 -0.1542 -0.3192 0.8773
Cl 3.0569 -0.2610 1.0063 -0.1403
C 5.3337 0.6649 -0.2154 -0.4699
N 5.6429 1.5072 0.8325 0.0008
C 4.8265 2.1073 1.8416 0.0099
C 5.2613 1.9557 3.1565 -0.7060
C 4.5900 2.5613 4.2026 -0.6242
C 3.4695 3.3372 3.9355 -0.7447
C 3.0508 3.5011 2.6277 -0.7891
C 3.7178 2.9042 1.5581 0.9009
C 3.1692 3.1100 0.1634 -0.8270
C 1.9293 2.2606 -0.0580 0.6300
O 1.7560 1.6416 -1.1542 -0.5350
O 1.1104 2.1334 0.8763 -0.2747
H 6.7493 -0.2436 -3.1887 0.3952
H 4.6070 -1.5161 -3.3861 0.3928
H 3.0118 -1.4649 -1.4977 0.2494
H 6.6022 1.8087 0.8431 0.2445
H 6.1307 1.3364 3.3432 0.4725
H 4.9338 2.4215 5.2195 0.3863
H 2.9257 3.8133 4.7412 0.4223
H 2.1752 4.1021 2.4153 0.3768
H 3.8934 2.8796 -0.6146 0.3367
H 2.8588 4.1513 0.0524 0.4566
N 0.2333 -4.8641 0.6723 -0.5225
C -1.1709 -4.4776 0.7355 -0.6517
C -1.5006 -3.5318 -0.3947 0.5026
O -2.5987 -3.3882 -0.8685 -0.6087
O -0.4585 -2.8216 -0.8490 -0.4155
H 0.3862 -5.6201 0.0179 0.1774
H 0.5914 -5.1435 1.5735 0.2097
H 0.3312 -3.1489 -0.3697 0.4290
H -1.3210 -3.8910 1.6438 0.2510
H -1.8921 -5.2947 0.7217 0.4047

[5]
82
Properties=species:S:1:pos:R:3:mulliken_charge:R:1 method="wB97M-V/def2-TZVPD" e_lumo_ha="0.14794 / 0.14053" total_charge=-2 multiplicity=2 energy_ev=-214520.90382
Tl 1.1252 -0.1778 -0.2467 1.2629
Cl -1.1544 3.6047 6.7549 -0.2969
C -0.9439 3.1718 5.0873 0.3630
C -1.2315 4.1245 4.1078 -0.8640
C -1.0688 3.7913 2.7939 0.7785
Cl -1.4868 4.9407 1.5823 -0.1852
C -0.6054 2.5005 2.3465 -0.7901
O -0.3733 2.2572 1.1445 -0.0471
C -0.4040 1.5432 3.4071 1.4703
C -0.1435 0.1590 3.0877 -0.6412
O -0.3220 -0.3936 2.0194 -0.3732
C -0.5476 1.9054 4.7482 -1.0967
H -1.5794 5.1067 4.3864 0.4446
H 0.2046 -0.4381 3.9625 0.0986
H -0.3667 1.1633 5.5136 0.3513
S 3.7934 -0.4980 1.4200 -0.5221
C 3.7414 -2.1385 1.7876 0.2682
N 4.9333 -2.7308 2.0542 -0.2151
C 5.1373 -4.1629 2.1191 -0.6975
C 3.8369 -4.9025 1.8185 -0.1269
C 2.6948 -4.1519 2.4961 -0.8327
N 2.6107 -2.7968 1.9994 0.0844
H 5.7321 -2.1422 1.8756 0.1990
H 5.5099 -4.4146 3.1264 0.3375
H 5.9071 -4.4631 1.3989 0.3126
H 3.8920 -5.9366 2.1655 0.3854
H 3.6345 -4.8846 0.7415 0.0897
H 2.8646 -4.1101 3.5814 0.3361
H 1.7380 -4.6393 2.3072 0.4021
H 1.8467 -2.6752 1.2519 0.1195
C -0.3040 -1.5780 -4.5399 -0.6795
C -0.0679 -0.1208 -4.9254 -0.3142
C 0.3384 0.4523 -3.5729 -0.3686
O -0.4825 -0.2018 -2.6182 0.4912
C -0.9371 -1.4445 -3.1581 -0.3297
H 0.6447 -2.1030 -4.4364 0.1792
H -0.9429 -2.1176 -5.2385 0.3778
H -1.0000 0.3370 -5.2674 0.0365
H 0.7031 0.0135 -5.6839 0.4405
H 0.1701 1.5290 -3.4707 -0.0878
H 1.3921 0.2157 -3.3742 0.4346
H -2.0301 -1.4013 -3.2267 0.0662
H -0.6401 -2.2669 -2.5071 0.2786
O 2.9172 -4.2028 -0.9244 -0.8729
Se 1.7163 -3.2068 -1.3351 0.9922
O 2.2807 -1.8576 -2.0393 -0.7334
O 0.9156 -2.7331 0.0595 -0.8097
O 0.6984 -3.9960 -2.2900 -0.7630
C -4.1970 0.5861 -4.8948 -0.4274
C -3.3670 1.6945 -4.9041 -0.5686
C -2.7257 2.1005 -3.7453 0.0233
C -2.8926 1.4072 -2.5531 0.0844
C -3.7407 0.3077 -2.5562 -0.8954
C -4.3863 -0.1039 -3.7079 -0.4164
Ge -1.7819 1.7542 -0.8444 -0.0324
C -0.8476 3.4832 -1.4117 0.9659
C -1.5224 4.6783 -1.6120 -0.1525
C -0.8411 5.8349 -1.9531 -0.4351
C 0.5322 5.8084 -2.1266 -0.6881
C 1.2162 4.6167 -1.9428 -0.5599
C 0.5294 3.4748 -1.5689 -0.3591
C -3.4023 2.2851 0.3047 -0.1231
C -4.4330 3.0635 -0.2034 -0.0363
C -5.5352 3.3812 0.5704 -0.6301
C -5.6420 2.8958 1.8624 -0.5149
C -4.6339 2.0960 2.3722 -0.5052
C -3.5305 1.7929 1.5949 -0.1980
H -4.6770 0.2439 -5.8049 0.3364
H -3.2095 2.2371 -5.8278 0.3822
H -2.0798 2.9716 -3.7714 0.1540
H -3.8737 -0.2441 -1.6325 0.2831
H -5.0248 -0.9786 -3.6868 0.3834
H -2.5946 4.7152 -1.4802 0.1471
H -1.3862 6.7648 -2.0606 0.3979
H 1.0651 6.7120 -2.4025 0.3092
H 2.2903 4.5845 -2.0716 0.4134
H 1.0685 2.5570 -1.3730 0.0686
H -4.3839 3.4171 -1.2258 0.1621
H -6.3173 4.0076 0.1595 0.3695
H -6.5119 3.1356 2.4617 0.3410
H -4.7121 1.7024 3.3772 0.4183
H -2.7530 1.1554 1.9892 0.3500